{
  "formula": "C31H46CoP2",
  "method": "ωB97M-V/def2-TZVPD",
  "elements": ["Co", "C", "C", "C", "C", "C", "C", "H", "H", "H", "C", "H", "H", "H", "C", "H", "H", "H", "C", "H", "H", "H", "C", "H", "H", "H", "C", "C", "C", "C", "C", "C", "C", "C", "H", "H", "H", "H", "H", "H", "H", "H", "H", "H", "H", "H", "P", "C", "C", "P", "C", "C", "C", "H", "H", "H", "H", "H", "H", "H", "H", "H", "H", "H", "H", "H", "H", "C", "C", "C", "C", "C", "C", "C", "C", "H", "H", "H", "H", "H"],
  "positions_angstrom": [[1.6200, -0.7704, -1.7206], [-0.4558, -0.7168, 0.2840], [0.0154, -1.6129, -0.7524], [1.5678, -1.5379, 1.0116], [0.5161, -0.6602, 1.3091], [1.3189, -2.1505, -0.2735], [-1.8180, -0.1677, 0.4046], [-2.5297, -0.7192, -0.2233], [-1.8883, 0.8937, 0.1237], [-2.1753, -0.2280, 1.4424], [0.4500, 0.2037, 2.5213], [-0.5724, 0.5457, 2.7175], [1.0786, 1.1002, 2.3874], [0.8207, -0.3368, 3.4048], [2.7202, -1.8042, 1.8999], [2.4192, -1.7826, 2.9556], [3.4878, -1.0314, 1.7405], [3.1729, -2.7755, 1.6640], [1.8894, -3.4634, -0.6794], [1.7593, -4.1880, 0.1330], [2.9630, -3.3566, -0.8732], [1.4068, -3.8412, -1.5884], [-0.8675, -2.3179, -1.7243], [-1.5262, -3.0010, -1.1686], [-0.2742, -2.8936, -2.4386], [-1.4760, -1.5945, -2.2885], [-1.9456, 3.3213, -1.2533], [-3.0747, 2.6098, -1.0727], [-3.6117, 1.5764, -2.0211], [-3.4647, 1.9721, -3.5290], [-2.4192, 1.3836, -4.3430], [-1.0891, 1.0439, -3.8761], [-0.5177, 1.7901, -2.6624], [-1.0639, 3.2148, -2.4695], [-4.6885, 1.4128, -1.8177], [-3.4552, 3.0742, -3.5908], [-3.1416, 0.5993, -1.8352], [-1.5050, 3.5669, -3.4170], [-1.5966, 4.0440, -0.4960], [-3.6670, 2.7200, -0.1510], [-0.1827, 3.8576, -2.2875], [-0.6838, 1.1801, -1.7568], [-1.0537, -0.0523, -3.6398], [0.5783, 1.8553, -2.7391], [-4.3968, 1.6332, -4.0252], [-2.7058, 0.9534, -5.3015], [0.1964, 1.1477, -5.2498], [0.2064, 2.8650, -5.8495], [-0.4445, 0.1294, -6.5961], [2.1751, -0.6472, -3.6130], [1.8926, 0.8236, -4.7297], [1.4385, -2.1072, -4.4836], [3.9564, -0.8878, -3.9586], [0.9389, 3.4731, -5.3089], [-0.7844, 3.3448, -5.7684], [0.4990, 2.8215, -6.9091], [-0.0433, 0.4763, -7.5580], [-1.5327, 0.2208, -6.6340], [-0.1830, -0.9190, -6.4588], [4.1582, -0.6567, -5.0106], [4.2418, -1.9202, -3.7250], [4.5074, -0.1913, -3.3170], [2.2541, 1.7160, -4.1957], [2.5007, 0.7296, -5.6522], [2.0112, -2.9866, -4.1551], [1.5072, -2.0071, -5.5719], [0.3891, -2.2454, -4.1943], [2.2612, 0.7209, -1.0898], [2.6388, 1.5210, -0.2095], [3.0648, 2.2639, 0.8989], [4.3045, 2.0188, 1.5480], [4.6896, 2.8268, 2.6210], [3.8458, 3.8659, 3.0481], [2.5770, 4.0448, 2.4772], [2.1788, 3.2445, 1.4148], [4.9388, 1.1972, 1.2039], [5.6484, 2.6545, 3.1126], [4.1759, 4.5395, 3.8476], [1.8907, 4.8201, 2.8550], [1.1921, 3.3469, 0.9574]],
  "forces_ev_per_angstrom": [[-2.026, -1.603, 2.483], [1.069, -0.730, 0.597], [1.459, -0.786, 0.958], [-0.888, 0.580, -0.021], [-0.104, -0.247, -0.263], [-2.118, 0.269, -0.392], [-0.657, 0.389, -0.116], [0.142, 0.072, 0.144], [0.102, -0.234, 0.088], [0.137, -0.038, -0.247], [0.177, 0.250, 0.167], [0.195, -0.083, 0.053], [-0.210, -0.279, 0.176], [-0.171, 0.243, -0.165], [0.371, -0.092, -0.147], [0.160, -0.004, -0.276], [-0.086, -0.140, 0.169], [-0.035, 0.195, 0.178], [0.342, -0.228, -0.094], [0.045, -0.120, -0.232], [-0.049, -0.318, 0.002], [0.167, -0.065, 0.228], [-0.324, -0.041, 0.099], [-0.100, 0.027, -0.387], [-0.270, -0.054, 0.154], [-0.061, -0.341, 0.103], [-1.057, 0.229, 0.144], [0.536, 0.398, 0.526], [-0.114, 0.059, -0.546], [-1.981, 0.041, 0.345], [0.270, -0.471, -1.040], [2.118, -1.136, 0.124], [0.185, -0.160, 0.300], [1.059, 0.262, 0.137], [0.562, 0.190, -0.111], [-0.204, -0.262, -0.002], [-0.028, 0.196, -0.062], [-0.007, 0.052, 0.538], [-0.463, -0.474, -0.322], [0.505, 0.120, -0.346], [-0.452, -0.129, -0.136], [0.048, 0.322, -0.362], [0.065, 0.386, -0.104], [-0.335, -0.161, 0.114], [0.275, 0.491, 0.277], [-0.126, 0.216, 0.234], [-1.441, 1.106, 0.435], [-0.079, -0.002, -0.332], [0.480, -0.034, -0.373], [0.912, -1.300, -3.889], [-0.018, -0.404, -0.256], [0.150, 0.482, -0.818], [-0.110, 0.318, 0.028], [-0.149, -0.182, -0.016], [0.351, -0.379, -0.053], [-0.064, 0.210, 0.277], [-0.023, -0.144, 0.254], [0.234, 0.039, 0.053], [-0.041, 0.027, 0.028], [0.165, -0.218, 0.182], [-0.027, 0.279, -0.031], [0.053, -0.181, -0.135], [-0.174, -0.223, -0.062], [-0.302, -0.015, 0.338], [-0.193, 0.245, -0.113], [0.051, -0.389, -0.014], [0.301, 0.109, -0.140], [2.210, 4.983, 3.177], [-0.559, -2.205, -2.258], [0.229, 0.958, 1.345], [-0.542, 0.358, -0.106], [-0.482, 0.180, -0.237], [0.049, -0.052, 0.140], [0.086, 0.148, 0.102], [0.631, -0.225, -0.066], [-0.193, 0.374, 0.039], [-0.293, 0.101, -0.137], [-0.169, -0.372, -0.286], [0.502, -0.432, -0.165], [0.332, 0.051, 0.120]],
  "lowdin_charge": [0.3181, -0.1711, -0.3181, -0.1900, -0.2116, -0.3320, -0.0240, 0.0795, 0.0618, 0.0977, -0.0115, 0.0758, 0.0706, 0.0836, -0.0028, 0.0894, 0.0891, 0.0825, -0.0519, 0.0958, 0.0825, 0.0694, -0.0598, 0.1037, 0.0465, 0.0628, -0.0929, -0.1247, -0.1584, -0.1927, -0.1024, -0.3850, -0.1878, -0.1761, 0.1235, 0.1260, 0.0921, 0.1023, 0.1131, 0.1170, 0.1183, 0.1024, 0.1122, 0.0633, 0.1247, 0.0901, 0.9411, -0.1549, -0.1520, 0.7305, -0.4021, -0.2461, -0.2192, 0.0687, 0.0707, 0.0656, 0.0735, 0.0538, 0.0456, 0.0481, 0.0569, 0.0539, 0.0764, 0.0834, 0.0561, 0.0342, 0.0206, -0.1410, -0.0825, -0.2795, -0.0342, -0.0779, -0.0854, -0.0846, -0.0643, 0.1121, 0.1059, 0.1054, 0.1110, 0.1093],
  "lumo_ev": [-2.2, -3.5],
  "total_energy_ev": -89085.643,
  "de_lowest_kcal_mol": 23.57,
  "charge": 1,
  "homo_energy_ev": [-9.58, -9.51],
  "spin_multiplicity": 5
}